Entry 1:
Entry from the Open Molecules 2025 dataset: a structure of composition C6H16N3O (ωB97M-V/def2-TZVPD).

Structure (XYZ):
```
26
Properties=species:S:1:pos:R:3:mulliken_charge:R:1
C 0.18157 -1.24721 -1.65874 0.499
C 2.18791 0.55662 0.09631 -1.707
C 0.44686 0.51128 2.06494 -1.227
C -2.61547 -0.24386 0.28004 -0.954
C -0.23194 -0.74200 -0.28648 -0.974
C 0.78646 0.73661 0.61540 0.917
N 1.34854 -1.92183 -1.72767 -0.312
N 0.04968 1.79281 0.07919 -0.508
N -1.45311 -0.01277 -0.48835 0.002
O -0.46227 -1.06093 -2.69296 -0.663
H 2.15020 0.92905 -0.91528 0.491
H 2.77333 1.23219 0.69325 0.417
H 2.55697 -0.35576 0.26004 0.416
H 0.66793 -0.49366 2.49828 0.326
H -0.67828 0.81434 2.17802 0.251
H 0.91162 1.26920 2.68003 0.402
H -2.51092 0.03251 1.30283 0.326
H -3.42366 0.30267 -0.20711 0.373
H -2.92816 -1.33180 0.30493 0.334
H -0.15265 -1.44851 0.48627 0.609
H 1.71620 -2.26885 -0.87623 0.214
H 1.52333 -2.38365 -2.56936 0.275
H 0.45750 2.19867 -0.73165 0.292
H -0.55036 2.35366 0.61435 0.303
H -1.77376 -0.22183 -1.47641 0.416
H -0.97752 1.00304 -0.52364 0.482
```

## Properties
E_HOMO   -13.572 eV
ΔE to the lowest compared entry with this formula, charge and spin   36.7 kcal/mol
LUMO energy   -2.7 eV
Total charge   +1
Frontier orbital gap   10.9 eV

Entry 2:
Entry from the Open Molecules 2025 dataset: a structure of composition C6H16N3Pd (ωB97M-V/def2-TZVPD).

Structure (XYZ):
```
26
Properties=species:S:1:pos:R:3:lowdin_spin:R:1
C 2.63655 1.83316 -1.52347 0.012
Pd -0.77484 -0.55717 -0.28597 0.850
N -2.28079 0.92454 -0.55547 0.119
H 0.05556 -0.91604 -1.61408 0.061
H 3.35295 1.93964 -0.65545 0.001
H 1.94989 2.69168 -1.81018 0.007
H 1.92447 1.04038 -1.16669 0.006
H 3.19466 1.42395 -2.31826 0.000
H -2.81177 1.24072 0.25910 0.069
H -2.90898 0.33491 -1.08645 0.017
H -2.04275 1.72223 -1.14461 0.036
C -4.11153 -2.03632 3.72420 0.227
C -3.05747 -2.19157 2.71382 0.030
C -2.53582 -3.29385 2.04744 0.104
C -1.53613 -2.82809 1.19482 0.027
N -1.43558 -1.49915 1.35063 0.030
N -2.38165 -1.13017 2.25645 0.012
C -0.69341 -3.38489 0.16043 0.065
H -5.06852 -2.43167 3.37788 0.068
H -3.82737 -2.54704 4.64693 0.078
H -4.30925 -0.99770 3.99466 0.036
H -2.87190 -4.29919 2.15043 0.047
H -2.53802 -0.16949 2.55699 0.038
H 0.19801 -2.74853 0.08369 0.034
H -0.42906 -4.41652 0.35824 0.015
H -1.18114 -3.24483 -0.80984 0.009
```

## Properties
E_HOMO (alpha / beta)   1.310 / -3.949 eV
ΔE to the lowest compared entry with this formula, charge and spin   0.9 kcal/mol
LUMO energy (alpha / beta)   2.9 / 3.3 eV
Total charge   -1
Frontier orbital gap (alpha / beta)   1.6 / 7.2 eV
⟨S²⟩   2.004
Multiplicity   3

Entry 3:
Entry from the Open Molecules 2025 dataset: a cluster of 2 separate species, C6H16NO in total (ωB97M-V/def2-TZVPD).

Structure (XYZ):
```
24
Properties=species:S:1:pos:R:3:mulliken_charge:R:1
C -1.30683 0.41001 -1.68531 -0.708
C -1.01743 0.92662 -0.28038 -0.547
C 0.31030 0.63286 0.38335 0.460
C 1.36284 0.91442 -0.39574 -1.058
C 0.25544 0.00382 1.70730 -0.503
C -0.46141 1.00014 2.70392 -1.140
N -0.72141 -0.99188 -1.94243 -0.229
H -0.71411 1.03093 -2.42091 0.318
H -2.38315 0.35807 -1.75637 0.394
H -1.82038 0.52640 0.36561 0.358
H -1.01677 2.05080 -0.36346 0.372
H 2.48527 0.93683 -0.29411 0.354
H 1.31083 1.43552 -1.32805 0.232
H -0.33206 -0.94134 1.71024 0.224
H 1.16410 -0.48748 2.13548 0.456
H 0.30775 1.16900 3.52833 0.313
H -0.37318 1.94168 2.20628 0.393
H -1.46999 0.76061 3.04970 0.326
H -0.25493 -1.43051 -1.11947 0.197
H 0.20263 -0.92538 -2.39032 0.411
H -1.22544 -1.67728 -2.48918 0.368
H 2.59436 -2.22531 -0.57728 0.324
H 1.42623 -2.94813 0.02994 0.319
O 1.67735 -2.47038 -0.77716 -0.636
```

## Properties
E_HOMO   -13.145 eV
ΔE to the lowest compared entry with this formula, charge and spin   54.2 kcal/mol
LUMO energy   -3.2 eV
Total charge   +1
Frontier orbital gap   9.9 eV

Entry 4:
Entry from the Open Molecules 2025 dataset: a cluster of 2 separate species, C6H16NO in total (ωB97M-V/def2-TZVPD).

Structure (XYZ):
```
24
Properties=species:S:1:pos:R:3:mulliken_charge:R:1
C -1.45748 -1.81004 -0.06806 -0.518
O -2.30762 -1.33986 1.00267 -0.399
C -0.05980 -1.50304 0.24078 -0.108
C 0.38359 -0.16562 0.33615 -0.307
C 1.34119 0.33798 -0.83340 -0.544
C 2.77586 -0.09738 -0.60364 -0.383
C 3.49441 0.62787 0.53709 -1.193
N -4.80487 2.28027 -0.57634 -0.651
H -1.81183 -1.26533 -0.95536 0.305
H -1.67782 -2.84744 -0.23553 0.336
H -1.76353 -1.33730 1.80329 0.334
H 0.61131 -2.23917 0.68474 0.404
H 0.88495 0.02103 1.29423 0.428
H -0.49200 0.47646 0.23875 0.313
H 1.29173 1.41534 -0.85241 0.372
H 0.97325 -0.09086 -1.75473 0.358
H 2.84455 -1.17645 -0.41190 0.253
H 3.42374 0.00595 -1.47548 0.331
H 3.58152 1.69180 0.32255 0.321
H 3.02251 0.49191 1.51512 0.331
H 4.49620 0.22991 0.64779 0.362
H -4.66496 2.84992 0.24636 0.229
H -4.29652 1.41056 -0.50034 0.191
H -5.78838 2.03350 -0.60232 0.234
```

## Properties
E_HOMO   -12.308 eV
ΔE to the lowest compared entry with this formula, charge and spin   95.5 kcal/mol
LUMO energy   -7.6 eV
Total charge   +1
Frontier orbital gap   4.8 eV

Entry 5:
Entry from the Open Molecules 2025 dataset: a cluster of 2 separate species, C6H16NO in total (ωB97M-V/def2-TZVPD).

Structure (XYZ):
```
24
Properties=species:S:1:pos:R:3:mulliken_charge:R:1
C 0.95348 -0.72317 1.59298 -0.616
O 1.54249 -0.36332 0.34758 -0.453
C -0.46145 -0.37539 1.66882 -0.261
C -1.41669 -0.52703 0.62052 0.498
C -1.14092 -1.71316 -0.31757 -1.488
C -1.47999 0.84514 -0.18763 -0.486
C -2.81012 1.01733 -0.88937 -1.319
N 4.70026 1.20518 -1.12261 -0.668
H 1.50470 -0.23967 2.40859 0.401
H 1.17678 -1.79328 1.68121 0.341
H 1.33795 0.56199 0.16736 0.317
H -0.82439 0.01511 2.61457 0.429
H -2.38467 -0.63690 1.10935 0.540
H -1.08939 -2.66060 0.20663 0.408
H -1.94663 -1.74268 -1.04408 0.430
H -0.25445 -1.54082 -0.92359 0.360
H -1.33727 1.69455 0.48223 0.462
H -0.62371 0.80276 -0.87210 0.351
H -2.88822 2.01897 -1.29986 0.373
H -3.61377 0.83703 -0.17431 0.363
H -3.00891 0.26546 -1.66359 0.337
H 5.52524 0.63773 -1.28928 0.234
H 4.64078 1.82933 -1.92018 0.234
H 3.89889 0.58544 -1.19566 0.214
```

## Properties
E_HOMO   -12.543 eV
ΔE to the lowest compared entry with this formula, charge and spin   81.3 kcal/mol
LUMO energy   -7.0 eV
Total charge   +1
Frontier orbital gap   5.5 eV

Entry 6:
Entry from the Open Molecules 2025 dataset: a cluster of 2 separate species, C6H16NO in total (ωB97M-V/def2-TZVPD).

Structure (XYZ):
```
24
Properties=species:S:1:pos:R:3:mulliken_charge:R:1
C 0.48553 -1.12222 -0.34821 -0.457
C -0.56168 -0.08163 0.07713 -1.156
C -0.76452 0.82437 -1.12441 0.673
C 0.03524 1.82828 -1.47931 -0.334
C 1.21811 2.21436 -0.58519 -1.206
C -1.99815 0.36751 -1.88776 -1.643
N 0.56365 -2.24866 0.68627 -0.215
H 1.41348 -0.55861 -0.39662 0.308
H 0.22448 -1.51846 -1.33739 0.447
H -1.54535 -0.53520 0.21758 0.646
H -0.27629 0.52745 0.92034 0.387
H -0.29162 2.28202 -2.39247 0.457
H 1.16244 3.30577 -0.52641 0.433
H 1.11360 1.75491 0.37072 0.246
H 2.08282 1.97972 -1.18838 0.307
H -1.94969 0.69029 -2.93781 0.410
H -2.90999 0.60945 -1.35695 0.348
H -2.04415 -0.73334 -1.95427 0.344
H -0.43040 -2.34925 0.92743 0.380
H 1.01051 -3.15682 0.54188 0.348
H 0.90324 -1.75714 1.53465 0.292
H 1.45379 -0.63404 3.80711 0.335
H -0.02290 -0.41529 3.75711 0.318
O 0.65482 -1.02297 3.41773 -0.667
```

## Properties
E_HOMO   -12.477 eV
ΔE to the lowest compared entry with this formula, charge and spin   30.5 kcal/mol
LUMO energy   -3.2 eV
Total charge   +1
Frontier orbital gap   9.3 eV

Entry 7:
Entry from the Open Molecules 2025 dataset: a cluster of 2 separate species, C6H16NO in total (ωB97M-V/def2-TZVPD).

Structure (XYZ):
```
24
Properties=species:S:1:pos:R:3:mulliken_charge:R:1
C -0.65432 -3.07983 -0.49337 -1.076
C -1.81351 -2.15537 -0.73660 -0.350
C -1.78288 -1.11393 -1.56945 -0.076
O -2.88748 -0.35017 -1.75681 -0.489
H -0.89419 -4.13496 -0.60617 0.355
H 0.19588 -2.88746 -1.15037 0.321
H -0.32665 -2.99123 0.54999 0.302
H -2.75111 -2.39683 -0.25387 0.347
H -0.90120 -0.82986 -2.13970 0.383
H -2.76084 0.24674 -2.49630 0.353
C 0.60222 1.05448 0.27307 -0.697
C 1.55498 1.72484 1.23970 -0.320
C 1.94989 3.10232 0.69937 -1.316
N 0.08342 -0.25039 0.84844 -0.113
H -0.28935 1.64379 0.07315 0.428
H 1.11487 0.79459 -0.65108 0.367
H 2.46152 1.13838 1.39650 0.346
H 1.08851 1.83104 2.22330 0.373
H 2.47718 2.99909 -0.25101 0.347
H 1.07912 3.72875 0.50012 0.349
H 2.59181 3.62959 1.39937 0.370
H 0.84958 -0.89529 1.00919 0.426
H -0.40679 -0.09067 1.72274 0.374
H -0.58067 -0.71763 0.16980 -0.003
```

## Properties
E_HOMO   -12.786 eV
ΔE to the lowest compared entry with this formula, charge and spin   26.4 kcal/mol
LUMO energy   -3.1 eV
Total charge   +1
Frontier orbital gap   9.7 eV

Entry 8:
Entry from the Open Molecules 2025 dataset: the ion C6H16NO with charge +2 (ωB97M-V/def2-TZVPD).

Structure (XYZ):
```
24
Properties=species:S:1:pos:R:3:lowdin_spin:R:1
C 1.17803 1.71940 -0.28704 0.154
O 2.29517 0.99146 -0.03002 0.568
C 0.15541 1.91245 0.88271 0.034
C -0.81680 0.73680 1.40432 0.039
C -1.89343 0.19085 0.51625 0.007
C -1.31844 -0.64842 -0.73415 0.007
C 0.06253 -1.42686 -0.69649 0.001
N 0.12939 -2.95407 -0.91587 0.000
H 1.71015 2.79254 -0.41132 0.112
H 0.69308 1.12530 -1.03062 0.048
H 2.36695 0.59838 0.85705 0.006
H -0.40551 2.83514 0.57156 0.002
H 0.69803 2.14639 1.82126 0.006
H -0.26842 -0.10137 1.95407 0.003
H -1.39794 1.25620 2.20927 0.002
H -2.68910 -0.37000 1.00826 0.005
H -2.43527 1.08255 0.05919 0.002
H -2.05742 -1.43584 -1.19623 0.002
H -1.19751 0.08001 -1.60583 0.003
H 0.74829 -0.92696 -1.32665 0.000
H 0.51009 -1.32694 0.37042 0.000
H -0.07778 -3.44011 -0.12484 0.000
H 0.99074 -3.14833 -1.43357 0.000
H -0.65928 -3.32547 -1.58438 0.000
```

## Properties
E_HOMO (alpha / beta)   -18.949 / -18.915 eV
ΔE to the lowest compared entry with this formula, charge and spin   86.2 kcal/mol
LUMO energy (alpha / beta)   -6.9 / -13.2 eV
Total charge   +2
Frontier orbital gap (alpha / beta)   12.1 / 5.7 eV
⟨S²⟩   0.755
Multiplicity   2